Density functional theory data (the ωB97M-V functional and the def2-TZVPD basis) for 2 unconnected molecules or ions with the total composition C10H11FN2 at a distorted geometry.

Properties
* DFT total energy: -16240.711 eV
* HOMO-LUMO gap (alpha / beta): 5.63 / 8.74 eV
* energy relative to the best compared isomer or geometry (same formula, charge and spin): 4.665 eV
* highest occupied orbital energy (alpha / beta): -7.005 / -9.223 eV

Element x y z (Å)
C (0.283, -0.561, 2.739)
C (-0.749, -1.390, 3.175)
C (0.360, -0.228, 1.410)
C (-1.685, -1.821, 2.233)
C (-0.638, -0.712, 0.512)
C (-0.606, -0.396, -0.811)
C (-0.538, -0.154, -2.076)
C (2.180, 2.020, 0.921)
C (-1.109, 1.098, -2.704)
C (0.162, -1.100, -3.021)
N (-1.650, -1.504, 0.967)
N (2.837, 2.343, 1.893)
F (1.810, 2.757, -0.162)
H (1.022, -0.187, 3.433)
H (-0.832, -1.680, 4.210)
H (1.144, 0.465, 1.051)
H (-2.513, -2.454, 2.526)
H (-0.460, 1.945, -2.483)
H (-2.099, 1.315, -2.307)
H (-1.171, 0.977, -3.783)
H (-0.537, -1.420, -3.793)
H (0.998, -0.590, -3.499)
H (0.530, -1.976, -2.492)
H (3.261, 3.255, 2.063)

Partial charges, Mulliken, in e: C -0.28; C -0.51; C -0.18; C -0.13; C 0.13; C 0.30; C 0.50; C 0.32; C -1.21; C -1.33; N -0.52; N -0.44; F -0.21; H 0.44; H 0.37; H 0.05; H 0.39; H 0.26; H 0.35; H 0.36; H 0.36; H 0.32; H 0.37; H 0.28